[1]
DFT (wB97M-V/def2-TZVPD) results for a molecular structure, C33H37ClGeIrNOS.

Results
- 2S+1 = 2
- total charge = +1
- frontier orbital gap (spin up / spin down) (eV) = 7.15 / 6.72
- E_HOMO (spin up / spin down) (eV) = -10.062 / -10.675

```
76
Properties=species:S:1:pos:R:3:mulliken_charge:R:1
H -3.17647 2.15779 0.88680 0.374
C -2.35469 2.89897 -2.77321 -0.370
H -0.30593 -2.81721 -5.63663 0.414
C 3.98366 3.06756 2.63696 -1.853
H 0.85238 4.26039 1.68837 0.271
C -1.57576 2.33710 -1.76294 -0.266
H 0.06760 2.66528 -0.41775 0.063
H 4.36057 -0.47234 2.80907 0.183
C 0.52367 -4.87838 1.20016 0.456
C -0.55068 3.09773 -1.20002 0.116
C -6.06778 -0.13807 -0.22242 -0.779
Ge -1.95656 0.51729 -1.16873 2.070
C -1.94843 -2.31900 -4.35191 -0.804
C -2.11583 4.19422 -3.20943 -0.752
H 2.72416 -3.32199 4.93986 0.479
C 0.25271 -1.38062 -4.14320 -0.602
H 3.71815 2.76585 3.65061 0.393
C -3.98070 1.49760 0.57660 -0.547
H 3.63726 4.52797 0.34283 0.441
H -0.91560 5.95686 -2.97414 0.391
C -1.50248 -0.68945 -2.62115 0.643
C -5.21668 1.60132 1.19696 -0.757
H 0.52085 0.04507 -2.56713 0.418
C 1.51306 -5.72551 0.74053 -0.603
Cl -0.33543 -5.30980 2.64935 -0.187
C -4.82582 -0.24820 -0.83619 -0.290
H -4.70040 -0.97853 -1.62229 0.292
C 1.86281 -4.28359 -1.15765 -0.994
H 2.38527 -4.05664 -2.07708 0.467
H -1.02320 0.89042 1.21098 0.402
H -1.36055 -2.92380 1.87915 0.417
C 0.17323 -3.70728 0.50625 0.682
N 1.61740 0.80204 1.64762 -0.331
H 1.41725 3.88303 3.32487 0.404
C 4.17045 -1.37983 3.37909 -0.939
C -0.31172 4.39638 -1.63485 -0.417
H 3.21476 -3.99341 3.34153 0.315
H 0.56098 -2.58550 -1.29146 0.314
S 2.43808 -1.75964 3.19573 0.604
C 2.73867 3.16793 1.74318 2.230
C 2.10518 1.83879 1.68885 -0.323
C 2.47763 -3.39914 3.88046 -0.845
H 3.82210 2.82975 -0.11999 0.392
C 1.73512 4.17335 2.32339 -1.520
C -6.26240 0.78047 0.79707 -0.452
H 4.76318 -2.20329 2.98377 0.337
H -1.25143 -2.09888 0.23701 -0.029
H -2.72654 4.62070 -3.99458 0.404
H 0.48500 4.98459 -1.19455 0.442
H -2.64160 -2.98511 -4.84937 0.432
H 2.21631 5.14932 2.38384 0.436
C -3.76574 0.56909 -0.44578 0.561
H 2.97686 -6.08547 -0.77938 0.421
H 2.26330 3.63816 -0.33353 0.097
Ir 0.65973 -0.81304 0.65879 0.749
O 2.27614 -1.97845 1.69389 -0.703
C -1.09701 4.94434 -2.63771 -0.634
C -0.63615 -2.22946 -4.78991 -0.535
C -0.17813 -0.61975 -3.06654 -0.561
C -2.38006 -1.55174 -3.27592 -0.496
C 0.86080 -3.45630 -0.70363 0.398
H 4.70221 2.35461 2.23093 0.354
H -7.22811 0.85922 1.27923 0.389
C -0.75193 0.24868 0.35697 -1.001
H 4.38484 -1.20926 4.43410 0.436
H 4.46203 4.04544 2.68363 0.461
C 2.19531 -5.42381 -0.43144 -0.464
H 1.48663 -3.82965 3.76084 0.128
C 3.13745 3.55991 0.31203 -1.318
H -3.15550 2.32298 -3.22472 0.395
H -5.36432 2.32294 1.99018 0.409
H 1.74665 -6.62371 1.29609 0.459
H -3.40868 -1.63689 -2.95730 0.306
C -0.81139 -2.78065 0.96199 -1.316
H 1.27792 -1.30667 -4.48396 0.439
H -6.88367 -0.77305 -0.54309 0.403
```

---

[2]
DFT (wB97M-V/def2-TZVPD) results for a single C33H37F5N2O4 molecule.

Results
- 2S+1 = 1
- total charge = 0
- SMILES = CCOC(=O)[C@@]1([C@H](/C=C/N2[C@H](Cc3c(F)c(F)c(F)c(F)c3F)C(=O)N(C)C2(C)C)c2ccccc2)CCCCCCC1=O
- frontier orbital gap (eV) = 8.41
- E_HOMO (eV) = -7.987

```
81
Properties=species:S:1:pos:R:3:mulliken_charge:R:1
C -1.31032 0.63697 2.74883 0.503
F 0.73915 -0.72789 -8.98916 -0.291
C 0.71169 -0.58240 -7.66211 0.629
C -0.51517 -0.31828 -5.59275 0.234
H 2.09766 4.60637 -4.22820 0.344
H -0.97511 3.73070 -1.36150 0.406
N 1.14322 3.34330 -2.78689 0.344
C 0.18740 0.66729 0.80570 -0.919
C 0.17751 1.24256 -2.90376 0.369
O -1.69156 -2.07048 -0.45385 -0.639
C 0.26676 0.61491 -0.56100 -0.563
C 0.04101 -3.59536 -0.00798 -1.045
C -0.06841 3.75561 -0.74670 -1.388
C 0.65621 -0.30937 -4.84179 -0.430
H 0.28310 4.81029 -0.63788 0.400
H -2.66194 3.15444 5.36725 0.428
C 0.80076 2.41818 -3.70925 0.495
H -0.16312 -0.28221 -1.00291 0.368
C -2.27373 -2.02261 2.41974 -0.748
H 3.43379 -3.22668 0.49092 0.390
H -0.09131 -0.90617 -2.95641 0.393
H 0.11445 -4.35771 0.80706 0.444
H 1.90251 -3.49221 -1.13396 0.471
C -0.90514 2.35160 4.38570 -1.115
C 1.43196 -2.97293 -0.28818 0.262
C -2.70636 0.72125 2.99073 -0.609
C -2.26388 2.41504 4.67987 -0.680
H -0.34957 -4.08579 -0.92925 0.407
H -3.85502 -2.80290 4.09082 0.419
C 2.38031 3.04977 -0.65466 -1.681
H 1.35997 -1.92502 -0.60644 -0.281
H -4.00411 -1.06325 4.30018 0.223
C -0.40560 1.41608 3.47225 -0.315
C -3.36341 -1.91679 4.49186 -0.222
O -2.17025 -1.79117 3.77025 -0.212
C 1.91335 -0.62537 -6.92431 0.185
F 3.09179 -0.78243 -7.55823 -0.297
N 0.70262 1.46495 -1.56916 0.542
H 2.24857 -0.97377 1.30163 -0.137
O -3.30623 -2.22412 1.85377 -0.581
H 0.89368 1.33960 1.35918 -0.573
C -0.82104 -1.80120 1.80872 3.492
C 1.02982 2.88828 -1.39738 0.178
H 2.22958 2.56741 0.31332 0.256
H 2.19685 -4.02296 1.46441 0.366
C -3.14170 1.48888 4.09940 -0.739
C 1.85084 -0.51329 -5.52821 0.639
C 2.46348 -1.91097 1.82027 -0.155
C 0.61772 -0.15317 -3.35335 -1.041
F -1.70510 -0.16843 -4.95602 -0.344
H 3.13841 2.53190 -1.26028 0.392
H 0.12595 -3.58252 2.71437 0.560
C -0.93596 -2.49170 0.40404 -0.246
O 1.02064 2.39222 -4.93350 -0.715
C 1.53093 -1.95625 3.02577 -1.165
H 1.07512 5.45150 -3.01225 0.304
H 1.62411 -0.41026 -2.98586 0.579
H -0.27761 3.34164 0.22751 0.228
H -0.94130 1.33614 -2.81783 0.251
H -3.44591 0.31137 2.25837 0.403
H -2.43293 -1.18159 6.31387 0.279
H -1.75647 -0.25687 0.82915 1.001
C 0.10262 -2.44424 2.80096 -0.834
C -0.51260 -0.42486 -6.99094 0.150
H 2.62714 4.79578 -2.53188 0.325
H 3.49389 -1.77370 2.22045 0.509
C 2.42875 -3.10917 0.88207 -1.191
H 2.64806 4.11328 -0.53965 0.510
H -0.35032 -2.25618 3.78281 0.158
C -0.88528 -0.06181 1.51156 0.453
H 0.67112 1.36242 3.24040 0.378
H -3.93665 -2.07023 6.47085 0.471
H -2.43761 -2.95024 6.11219 0.300
H 1.53502 -1.00525 3.54397 0.286
C -3.00767 -2.04517 5.93359 -1.352
C 1.76408 4.60607 -3.17429 -0.980
H 1.94435 -2.62520 3.79446 0.530
F 3.01697 -0.61949 -4.82109 -0.350
H -4.18766 1.39162 4.37764 0.463
H -0.19037 3.06110 4.80059 0.414
F -1.66652 -0.48884 -7.67763 -0.295
```

---

[3]
DFT (wB97M-V/def2-TZVPD) results for 4 unconnected molecules or ions with the total composition C33H37N2O7.

Results
- 2S+1 = 1
- total charge = +1
- frontier orbital gap (eV) = 7.55
- E_HOMO (eV) = -10.804

```
79
Properties=species:S:1:pos:R:3:mulliken_charge:R:1
H -4.28753 2.79044 -0.03982 0.445
H 0.69214 -0.84528 3.01893 -0.028
H -3.81417 2.51132 3.04698 0.284
H -4.94235 1.30808 4.76793 0.334
H 3.23100 -5.68083 6.08724 0.409
H -3.22757 -1.43748 0.78709 0.260
C -3.54958 2.77902 0.85438 -1.012
H -0.92138 4.33001 5.06908 0.283
H 6.62704 -1.11565 -11.00062 0.405
C 2.80026 -3.23149 3.69218 0.390
C 4.56292 0.64268 -8.14459 -0.222
H 1.09767 1.11071 4.77240 0.252
H 0.06965 0.79122 -2.49739 0.541
O 3.61044 -1.46992 -7.72654 -0.588
C -0.82770 0.33521 1.58024 0.381
C 1.51203 1.08894 -4.02102 -0.594
H -6.23051 2.43519 1.28519 0.362
C 3.50934 -3.54231 6.45439 0.311
C 0.66312 0.36111 -3.29508 -0.289
C -6.45884 2.33388 3.38485 -0.614
H 0.49297 3.36394 5.73359 0.314
O 3.08555 1.14465 -5.77066 -0.578
O -0.28960 -1.75026 -2.87635 -0.526
C -1.17058 2.89418 2.49996 -0.609
O -2.39576 2.03297 0.40885 -0.354
C 6.21158 0.76165 -9.95624 0.293
C -1.48111 1.73989 1.46964 0.645
C 2.85490 -4.56635 4.32417 -0.425
H -6.24782 -0.46013 2.70966 0.442
H 3.96684 1.07311 -7.34328 0.693
H -4.88932 0.21403 0.99303 0.378
C 0.10353 3.88077 4.77724 -0.984
O 6.98512 1.42468 -10.62100 -0.542
C 2.31078 0.47910 -5.10572 0.413
C 3.18531 -4.71078 5.60830 -0.371
H -2.43563 -1.95067 -0.77965 0.483
H -0.86324 -3.18600 0.51127 0.363
C 4.38634 -0.80367 -8.39270 0.439
C 1.28376 -1.69511 -4.62637 -0.562
H -6.63932 0.62987 4.86786 0.346
H -2.89257 -0.18377 -0.63144 0.210
H 0.83500 4.65935 4.38133 0.272
H 0.48689 -2.30525 1.50928 0.234
C 3.12432 -2.06281 4.53793 -0.215
H 2.61413 -5.41130 3.69095 0.434
H -3.49340 0.08651 2.22348 -0.017
C 0.13284 0.13307 2.81663 -0.482
H 3.69564 -1.36180 6.45499 0.420
H 3.07879 -1.09237 4.05857 0.520
H 2.73012 -1.39814 -6.15543 0.735
C -1.01885 -0.88955 0.57675 0.961
H 5.04210 -2.47380 -9.64523 0.421
C -5.85760 1.03974 4.12310 -0.575
H -1.65089 3.92916 2.36738 0.265
H 5.55548 2.43089 -8.70351 0.454
C 6.03381 -0.68568 -10.20324 -0.400
H 1.65460 2.14939 -3.85247 0.438
O 2.50039 -3.09871 2.51891 -0.574
C 3.45474 -2.20688 5.82188 -0.379
C 2.13392 -0.96741 -5.35380 -0.300
N -5.73624 2.74294 2.13967 -0.345
C -4.53335 0.55114 2.02160 -0.597
H -0.28180 -0.74738 -0.29462 0.044
H 1.14095 -2.75538 -4.79463 0.457
C -2.49733 -1.06847 -0.03088 -1.209
O 3.80843 -3.67424 7.62526 -0.534
C -0.62932 -2.33403 1.23101 -1.110
H -7.53343 2.05355 3.05791 0.374
C 5.18471 -1.41336 -9.47689 -0.474
C 5.41285 1.37059 -8.87182 -0.490
H -4.90245 -0.72960 3.67362 0.422
C -0.22525 2.70558 3.73116 0.370
H -1.24026 -2.42469 2.21088 0.294
C 0.48548 -1.08622 -3.54244 0.305
H -3.33139 3.89766 1.05803 0.177
H -6.49352 3.20160 4.13138 0.281
C 0.41293 1.27237 3.86375 -0.815
C -4.34603 2.14062 2.08830 0.213
N -5.42471 -0.00400 3.13520 0.048
```

---

- total charge of number 3 (C33H37N2O7)?
  +1